1.
Density functional theory data (ωB97M-V/def2-TZVPD) for a molecular structure, C6H8Cl2InIrN2O3S.

Calculated total energy, Eh: -2179.7928
Strongest force on any atom, Eh/bohr: 0.170
HOMO level (alpha / beta), eV: -22.0 / -21.9
Multiplicity: 5
Total charge: +4

Atoms and positions in Å:
In -6.11638 0.45315 -0.66912
Ir -0.24409 0.33071 0.10876
Cl -6.48667 -1.90719 -1.10286
Cl -2.37796 0.86081 0.68739
C 0.94752 0.74516 -1.21941
C -8.90971 -0.08374 -1.72282
C -7.69370 2.10558 -2.12232
O 1.64829 0.72044 -2.15506
O -9.63173 -0.86067 -2.08316
O -8.39553 2.93232 -2.51992
C 4.16367 -2.57175 1.04204
N 2.79345 -2.22814 0.63758
C 2.03679 -1.47918 1.42822
S 0.31874 -1.45020 1.22039
N 2.53106 -0.74027 2.42387
C 3.61997 0.20943 2.25200
H 4.34166 -2.25278 2.08405
H 4.91585 -2.16551 0.36161
H 4.29785 -3.63761 0.87111
H 2.29524 -2.80707 -0.05698
H 1.76368 -0.31821 2.94707
H 3.19138 1.21832 2.26004
H 4.29694 0.20708 3.11246
H 4.17496 0.01370 1.32333

=====

2.
Density functional theory data (ωB97M-V/def2-TZVPD) for a single C5H5N molecule.

Calculated total energy, Eh: -248.0366
Strongest force on any atom, Eh/bohr: 0.092
HOMO level, eV: -7.8
Total charge: 0

Atoms and positions in Å:
C -1.57591 0.01037 0.11588
C 0.73761 0.48855 -1.22122
C -0.49398 -0.26390 0.98060
C 0.79375 -0.97238 0.70723
C -0.73554 1.10611 0.33428
N 1.25303 -0.47873 -0.60680
H -2.34294 -0.22135 -0.61038
H 1.25796 1.04732 -2.00339
H 1.68528 -0.84707 1.28033
H 0.39156 -1.95827 0.54363
H -0.97083 2.08935 0.47985

=====

3.
Density functional theory data (ωB97M-V/def2-TZVPD) for a molecular structure, C3H7N3O.

Calculated total energy, Eh: -357.8866
Strongest force on any atom, Eh/bohr: 0.010
HOMO level, eV: -9.0
Total charge: 0

Atoms and positions in Å:
C 1.60117 0.80496 0.37989
N 0.42846 0.07837 0.80557
C -0.11781 -1.74655 -1.08592
O -0.28803 -0.50573 -1.66262
N -1.27130 -1.61030 -0.34661
C -1.30187 -0.20997 -0.67761
N -0.82672 0.59068 0.40776
H 1.56929 0.91870 -0.70560
H 2.48109 0.20447 0.62425
H 1.70588 1.79802 0.84313
H 0.41574 -0.13482 1.79090
H -1.39588 -1.96287 0.59297
H -2.22005 0.20201 -1.10733
H -0.77996 1.57303 0.14121

=====

4.
Density functional theory data (ωB97M-V/def2-TZVPD) for a molecular structure, C14H20Br6Cl8F6O4.

Calculated total energy, Eh: -20571.1788
Strongest force on any atom, Eh/bohr: 0.090
HOMO level, eV: -10.3
Total charge: 0

Atoms and positions in Å:
C -4.90755 2.44590 -6.10032
C -4.68347 3.34830 -4.88048
O -3.39015 3.03130 -4.28608
C -2.80787 3.87915 -3.37478
O -3.21115 4.97760 -3.09385
C -1.43701 3.39797 -2.78163
F -1.14422 2.16553 -3.20769
F -0.47802 4.21208 -3.27041
F -1.48597 3.53313 -1.47945
H -5.69970 2.79999 -6.76005
H -5.07733 1.41480 -5.79031
H -3.96274 2.39202 -6.64117
H -5.45886 3.21020 -4.12694
H -4.67474 4.38200 -5.22616
C 2.51152 -2.33886 0.11452
C 2.09884 -0.88620 0.57471
O 0.81712 -0.47121 0.09637
C -0.44289 -0.94150 0.54114
O -0.51797 -1.89593 1.27814
C -1.68701 -0.18272 0.02989
F -1.41151 0.77032 -0.76276
F -2.51564 -0.99252 -0.65891
F -2.27323 0.30384 1.10699
H 1.64934 -2.95328 0.37385
H 3.35464 -2.68894 0.71008
H 2.86594 -2.28122 -0.91464
H 2.83787 -0.20938 0.14594
H 2.13121 -0.75439 1.65623
C 3.63797 1.08139 -2.74980
Br 1.72242 1.00809 -3.04212
Br 4.37318 -0.78145 -2.80349
Br 3.95429 2.05215 -1.04921
H 3.98879 1.62592 -3.62645
C 4.79483 1.01708 3.94280
Br 3.16144 -0.15425 4.07829
Br 6.36391 0.17115 4.77440
Br 4.51231 2.85928 4.65834
H 4.96750 1.09969 2.86975
C -0.99254 -5.58313 2.38886
Cl -2.37768 -5.65405 1.29254
Cl -1.24331 -6.28656 3.99790
H -0.09572 -5.95332 1.89211
H -0.82714 -4.51445 2.52549
C -2.00190 0.55689 4.13335
Cl -0.40851 1.08106 3.69465
Cl -2.11025 0.57615 5.93460
H -2.76420 1.16563 3.64711
H -2.13692 -0.49518 3.88226
C -4.55165 -3.11604 2.73856
Cl -3.78518 -3.28914 4.39204
Cl -4.22891 -1.55709 2.00224
H -4.09875 -3.83621 2.05713
H -5.62623 -3.26218 2.84825
C 7.00438 0.02760 0.34051
Cl 7.90240 1.03306 1.50895
Cl 5.48055 -0.67665 0.95512
H 6.70677 0.79071 -0.37865
H 7.67869 -0.65414 -0.17778